10
Properties=species:S:1:pos:R:3:nbo_charge:R:1 method="wB97M-V/def2-TZVPD" relative_energy_kcal_mol=43.5 energy_ha=-230.21136 charge=0 gap_ev=9.866
H -0.651 0.195 -2.527 0.1510
C -0.530 0.054 -1.459 0.1512
H 1.305 0.613 -1.693 0.4826
H 0.866 -0.429 1.722 0.4847
H -1.428 0.603 0.372 0.2033
C -1.584 0.125 -0.643 -0.5314
H 0.611 -0.706 3.290 0.4755
O 0.795 0.001 -1.107 -0.6882
O 1.030 -0.137 2.617 -0.9608
H -2.615 -0.269 -0.628 0.2322